Entry 1:
The following is a DFT calculation (ωB97M-V with the def2-TZVPD basis set) of a cluster of 5 separate species, C58H41B4NO12 in total in a non-equilibrium geometry.

Cartesian coordinates (Å):
C: 1.2701 4.6511 1.7011
C: 0.7556 5.9913 2.4969
B: -0.8468 6.3685 2.2032
O: -1.4084 7.4364 3.1042
B: -2.3612 8.2536 2.3051
O: -3.5140 7.5448 1.6976
B: -3.1091 6.1060 1.5206
B: -4.3454 5.0036 1.7280
N: -4.5203 4.4886 3.1751
O: -5.2305 4.5092 0.6459
O: -1.6943 5.7092 1.1899
H: 2.4433 4.5766 1.9077
H: 0.8247 3.6396 2.1516
H: 1.0322 4.6395 0.5511
H: 0.7902 5.7230 3.6595
H: 1.4772 6.9174 2.2884
H: -2.1059 9.3960 2.1695
H: -4.0678 5.2229 3.7931
H: -3.8656 3.6550 3.2048
H: -4.6489 3.9489 0.0311
C: 7.9946 5.1903 3.4032
C: 9.0899 4.5261 3.9547
C: 9.1039 3.1316 4.0133
C: 8.0132 2.3987 3.5297
C: 6.9077 3.0637 3.0008
C: 6.9032 4.4627 2.9267
C: 5.7310 2.3029 2.5334
O: 4.7609 2.8862 2.0654
C: 5.7367 0.8307 2.6461
C: 4.6048 0.1008 2.2604
C: 4.6067 -1.2928 2.3512
C: 5.7390 -1.9603 2.8172
C: 6.8660 -1.2353 3.2074
C: 6.8608 0.1638 3.1307
C: 8.0444 0.9234 3.5794
O: 9.0383 0.3378 3.9935
H: 7.9877 6.2768 3.3491
H: 9.9351 5.0937 4.3377
H: 9.9646 2.6196 4.4405
H: 6.0494 4.9882 2.5026
H: 3.7177 0.6140 1.8924
H: 3.7248 -1.8573 2.0561
H: 5.7435 -3.0462 2.8813
H: 7.7446 -1.7630 3.5749
C: 0.2433 -6.9385 2.9977
C: 0.0202 -8.0996 2.2581
C: 0.3750 -8.1472 0.9090
C: 0.9439 -7.0254 0.2938
C: 1.1443 -5.8565 1.0271
C: 0.8038 -5.8166 2.3855
C: 1.6977 -4.6514 0.3763
O: 1.8773 -3.6254 1.0206
C: 2.0230 -4.6982 -1.0632
C: 2.4940 -3.5458 -1.7060
C: 2.8167 -3.5849 -3.0642
C: 2.6795 -4.7737 -3.7802
C: 2.2052 -5.9217 -3.1438
C: 1.8671 -5.8808 -1.7846
C: 1.3326 -7.0907 -1.1291
O: 1.2073 -8.1347 -1.7588
H: -0.0247 -6.9044 4.0514
H: -0.4284 -8.9698 2.7322
H: 0.2027 -9.0588 0.3392
H: 0.9700 -4.9119 2.9677
H: 2.6071 -2.6144 -1.1534
H: 3.1773 -2.6876 -3.5626
H: 2.9376 -4.8063 -4.8365
H: 2.0960 -6.8449 -3.7104
C: -10.5567 0.8086 8.4683
C: -10.7798 -0.3526 7.7287
C: -10.4250 -0.4001 6.3796
C: -9.8561 0.7216 5.7644
C: -9.6557 1.8905 6.4977
C: -9.9962 1.9305 7.8561
C: -9.1023 3.0956 5.8469
O: -8.9227 4.1217 6.4911
C: -8.7770 3.0489 4.4074
C: -8.3060 4.2012 3.7646
C: -7.9833 4.1622 2.4064
C: -8.1205 2.9733 1.6903
C: -8.5948 1.8254 2.3268
C: -8.9329 1.8662 3.6860
C: -9.4674 0.6563 4.3415
O: -9.5927 -0.3877 3.7118
H: -10.8247 0.8427 9.5220
H: -11.2284 -1.2227 8.2028
H: -10.5973 -1.3117 5.8098
H: -9.8300 2.8352 8.4383
H: -8.1929 5.1326 4.3172
H: -7.6227 5.0594 1.9080
H: -7.8624 2.9407 0.6341
H: -8.7040 0.9021 1.7602
C: 0.4129 -0.0233 -7.3530
C: 0.1508 0.5069 -8.6160
C: 0.6778 -0.1062 -9.7538
C: 1.4800 -1.2468 -9.6276
C: 1.7623 -1.7624 -8.3632
C: 1.2179 -1.1560 -7.2236
C: 2.6476 -2.9356 -8.2150
O: 2.8932 -3.3913 -7.1049
C: 3.2393 -3.5457 -9.4223
C: 4.1264 -4.6223 -9.2923
C: 4.6801 -5.2138 -10.4297
C: 4.3434 -4.7394 -11.6972
C: 3.4644 -3.6634 -11.8295
C: 2.9191 -3.0593 -10.6889
C: 2.0184 -1.8991 -10.8378
O: 1.7257 -1.4786 -11.9512
H: -0.0053 0.4490 -6.4668
H: -0.4662 1.3971 -8.7158
H: 0.4646 0.3102 -10.7369
H: 1.4227 -1.5611 -6.2342
H: 4.3920 -5.0008 -8.3065
H: 5.3727 -6.0463 -10.3262
H: 4.7690 -5.2046 -12.5837
H: 3.2100 -3.2953 -12.8221

Cartesian forces (eV/Å) of the 2 atoms listed first:
C 0.890 -0.508 0.584
C -0.451 -0.874 0.123

Multiplicity: 1
HOMO energy in eV: -9.42
Electronic energy in Ha: -3292.1761
Structure (SMILES): O=C1c2ccccc2C(=O)c2ccccc21.O=C1c2ccccc2C(=O)c2ccccc21.O=C1c2ccccc2C(=O)c2ccccc21.O=C1c2ccccc2C(=O)c2ccccc21.CCB1OBOB(B(N)O)O1

---

Entry 2:
The following is a DFT calculation (ωB97M-V with the def2-TZVPD basis set) of a structure of composition C58H43N3OP2PdS2 in a non-equilibrium geometry.

Cartesian coordinates (Å):
Pd: -0.6517 0.5378 0.0312
O: 2.0326 1.7666 0.5251
S: 1.6453 0.3332 0.4731
C: 2.4859 -0.5249 -0.9122
C: 3.3112 -1.6342 -0.6806
C: 4.3898 -1.9943 -1.4916
C: 4.6859 -1.1980 -2.5806
C: 5.8457 -1.2887 -3.5103
C: 5.5725 -0.0121 -4.4309
C: 4.2871 0.6665 -3.9395
C: 3.5081 1.7819 -4.3116
C: 2.3555 2.0729 -3.5974
C: 1.8568 1.2539 -2.5651
P: 0.0918 1.4297 -2.0456
C: -0.1639 3.2146 -1.9123
C: -1.3356 3.8960 -2.2754
C: -1.6094 5.1782 -1.8626
C: -0.5736 5.9478 -1.2859
C: 0.6235 5.3340 -1.0168
C: 0.9059 4.0324 -1.4514
C: -0.8339 0.5579 -3.3852
C: -1.0216 0.9915 -4.7033
C: -1.3147 0.0702 -5.7134
C: -1.5619 -1.2763 -5.4568
C: -1.5799 -1.6544 -4.0656
C: -1.1685 -0.7676 -3.0707
C: 2.6861 0.2142 -2.0916
C: 3.8747 -0.0720 -2.8575
C: 2.2034 -0.5719 1.9491
C: 3.4483 -0.1812 2.2926
C: 4.2180 -0.9649 3.1843
C: 3.5766 -2.0349 3.7942
C: 4.1213 -3.0846 4.7060
C: 2.9131 -3.9628 5.1226
C: 1.8479 -3.4697 4.2046
C: 0.5590 -3.9952 3.9579
C: -0.2894 -3.2406 3.0911
C: 0.1254 -2.0754 2.3915
P: -1.1171 -1.4421 1.2144
C: -1.2799 -2.9275 0.2261
C: -2.4117 -3.7471 0.3196
C: -2.4240 -4.9936 -0.2810
C: -1.4316 -5.4187 -1.1569
C: -0.3161 -4.5741 -1.3015
C: -0.2307 -3.3648 -0.6356
C: -2.5970 -1.1078 2.1559
C: -3.8522 -0.8136 1.5406
C: -4.9695 -0.5025 2.3728
C: -4.9445 -0.7796 3.7449
C: -3.6743 -0.9701 4.3200
C: -2.5143 -1.0617 3.5934
C: 1.4311 -1.5499 2.6033
C: 2.2101 -2.3019 3.5017
H: 3.1241 -2.1982 0.2253
H: 4.9142 -2.9395 -1.3056
H: 5.7999 -2.2273 -4.0602
H: 6.8317 -1.1630 -3.0188
H: 5.4798 -0.2850 -5.4706
H: 6.4363 0.7140 -4.3512
H: 3.7662 2.3607 -5.2275
H: 1.8993 3.0570 -3.6491
H: -2.1460 3.3494 -2.7443
H: -2.6258 5.6476 -2.0383
H: -0.7469 7.0225 -1.0788
H: 1.4304 5.9244 -0.5331
H: 1.8772 3.6067 -1.5308
H: -0.8586 2.0663 -4.9557
H: -1.3690 0.4344 -6.7609
H: -1.7481 -1.9744 -6.2775
H: -2.0049 -2.6028 -3.7361
H: -1.2469 -1.0849 -2.0293
H: 3.9332 0.6765 1.7921
H: 5.2869 -0.7892 3.3348
H: 4.6329 -2.5852 5.5783
H: 4.9316 -3.7059 4.2907
H: 2.6691 -3.6871 6.1762
H: 3.1415 -4.9999 4.9791
H: 0.2353 -4.9000 4.4884
H: -1.2628 -3.6329 2.8847
H: -3.3485 -3.4173 0.8159
H: -3.1801 -5.7016 0.0205
H: -1.3927 -6.4424 -1.5642
H: 0.4434 -4.7953 -2.0200
H: 0.7103 -2.7783 -0.8305
H: -3.9519 -0.8989 0.4808
H: -5.8617 -0.0647 1.8924
H: -5.7626 -0.6240 4.4709
H: -3.4727 -0.9441 5.3747
H: -1.5217 -1.0810 4.0251
N: -3.6605 3.3188 1.3602
C: -2.7191 3.5913 2.3747
C: -2.7099 4.5034 3.4141
C: -1.5253 4.5265 4.1444
C: -0.3861 3.7614 3.7699
C: -0.3615 2.9583 2.6176
C: -1.5817 2.7763 2.0400
N: -1.8748 2.0331 0.8238
C: -3.1307 2.4262 0.4617
C: -3.8429 1.9048 -0.6992
C: -5.0038 2.5331 -1.1182
S: -5.6340 1.7068 -2.5007
C: -4.2461 0.6055 -2.4473
N: -3.3836 0.8797 -1.4955
H: -4.6251 3.5643 1.3783
H: -3.5456 5.2260 3.5520
H: -1.3661 5.2206 5.0047
H: 0.4954 3.7086 4.4369
H: 0.5411 2.4812 2.2857
H: -5.3953 3.3402 -0.5464
H: -4.0323 -0.1236 -3.2310

Cartesian forces (eV/Å) of the 2 atoms listed first:
Pd 0.199 0.076 0.349
O 0.660 -0.766 -0.081

Multiplicity: 3
HOMO energy (alpha / beta) in eV: -11.96 / -12.51
Electronic energy in Ha: -4081.9259
Charge: +2

---

Number 2 is which compound? C58H43N3OP2PdS2